Record 1
{
  "formula": "C4H6O2S",
  "method": "ωB97M-V with the def2-TZVPD basis set",
  "elements": ["O", "C", "C", "O", "C", "S", "C", "H", "H", "H", "H", "H", "H"],
  "coordinates": [[-2.399, -0.627, -0.541], [-1.453, -0.140, 0.358], [-0.236, 0.470, -0.251], [0.879, 1.259, 0.054], [2.010, 0.343, -0.268], [1.371, -1.440, -0.152], [-0.117, -0.781, 0.600], [-3.039, 0.076, -0.717], [-1.989, 0.177, 1.301], [-0.383, 0.110, -1.261], [2.476, 0.573, -1.244], [2.796, 0.561, 0.448], [0.083, -0.580, 1.674]],
  "atomic_forces_ev_per_a": [[0.22, 0.02, -0.27], [-2.05, 0.58, 1.16], [0.00, -0.40, 1.17], [0.52, -0.55, -1.05], [-0.24, 0.86, 0.19], [-0.24, 0.18, -0.01], [0.75, -0.56, 0.61], [0.07, -0.11, 0.02], [1.18, -0.24, -0.81], [0.75, 0.49, -0.64], [-0.77, -0.30, 0.07], [-0.16, -0.15, 0.43], [-0.01, 0.17, -0.87]],
  "charge": 0,
  "gap_ev": 9.47,
  "de_lowest_kcal_mol": 94.8,
  "smiles": "O[C@@H]1[C@H]2OCS[C@H]12",
  "e_lumo_ev": 0.73,
  "homo_energy_ev": -8.74,
  "fmax_ev_per_a": 2.43,
  "multiplicity": 1
}

***

Record 2
{
  "formula": "C9H12N2O3",
  "method": "ωB97M-V with the def2-TZVPD basis set",
  "elements": ["C", "C", "O", "O", "C", "C", "C", "C", "O", "C", "N", "C", "C", "N", "H", "H", "H", "H", "H", "H", "H", "H", "H", "H", "H", "H"],
  "coordinates": [[4.111, -0.971, -0.204], [3.324, 0.303, -0.194], [3.700, 1.357, -0.639], [2.119, 0.135, 0.389], [1.410, 1.332, 0.736], [-0.007, 0.939, 1.104], [-0.852, 0.712, -0.148], [-2.064, -0.183, 0.091], [-2.765, 0.351, 1.202], [-1.613, -1.555, 0.424], [-1.284, -2.622, 0.688], [-2.963, -0.189, -1.181], [-3.606, -1.459, -1.501], [-4.145, -2.434, -1.774], [3.485, -1.806, -0.516], [4.464, -1.186, 0.804], [4.952, -0.858, -0.881], [1.924, 1.837, 1.554], [1.407, 2.012, -0.118], [0.014, 0.035, 1.715], [-0.431, 1.742, 1.707], [-1.212, 1.664, -0.543], [-0.231, 0.234, -0.910], [-3.634, -0.060, 1.263], [-2.363, 0.110, -2.041], [-3.738, 0.562, -1.024]],
  "atomic_forces_ev_per_a": [[-0.05, -0.10, -0.19], [-0.03, 0.16, -0.16], [-0.01, -0.05, 0.16], [0.10, -0.07, 0.22], [-0.20, 0.16, -0.24], [0.06, 0.13, -0.06], [0.17, -0.12, 0.16], [-0.23, 0.02, 0.04], [-0.03, 0.11, -0.15], [0.04, -0.14, -0.03], [0.03, 0.08, 0.00], [0.24, -0.03, 0.03], [-0.22, -0.08, 0.02], [0.06, 0.05, 0.05], [-0.02, 0.01, 0.02], [0.02, 0.04, 0.01], [0.05, -0.03, 0.05], [0.05, -0.12, 0.05], [0.08, 0.02, 0.01], [0.04, 0.03, 0.07], [-0.12, -0.09, 0.04], [0.01, 0.00, -0.04], [-0.07, 0.01, -0.07], [0.01, -0.13, 0.11], [-0.04, 0.01, -0.03], [0.06, 0.10, -0.09]],
  "charge": 0,
  "gap_ev": 10.99,
  "de_lowest_kcal_mol": 27.2,
  "smiles": "CC(=O)OCCC[C@](O)(C#N)CC#N",
  "e_lumo_ev": 0.37,
  "homo_energy_ev": -10.62,
  "fmax_ev_per_a": 0.35,
  "multiplicity": 1
}

***

Record 3
{
  "formula": "C18H17F6N4O9RhS3",
  "method": "ωB97M-V with the def2-TZVPD basis set",
  "elements": ["Rh", "C", "C", "C", "C", "C", "C", "C", "S", "O", "O", "N", "C", "C", "O", "O", "H", "H", "H", "H", "H", "H", "H", "H", "H", "F", "C", "F", "F", "S", "O", "O", "N", "S", "O", "O", "C", "F", "F", "F", "N", "C", "O", "C", "C", "C", "N", "C", "C", "H", "H", "H", "H", "H", "H", "C", "H", "H"],
  "coordinates": [[2.588, 0.313, -1.506], [-0.926, -1.171, 5.750], [-0.439, -1.474, 4.357], [-0.539, -2.755, 3.824], [-0.096, -3.028, 2.537], [0.447, -2.010, 1.768], [0.563, -0.730, 2.288], [0.119, -0.468, 3.574], [0.946, -2.331, 0.078], [-0.209, -1.963, -0.733], [1.282, -3.748, 0.065], [2.146, -1.382, -0.217], [3.362, -1.677, 0.549], [4.323, -0.482, 0.636], [5.275, -0.586, 1.410], [4.072, 0.541, -0.095], [-1.322, -2.066, 6.233], [-1.715, -0.417, 5.732], [-0.118, -0.780, 6.373], [-0.965, -3.552, 4.426], [-0.157, -4.025, 2.122], [0.993, 0.056, 1.682], [0.197, 0.543, 3.957], [3.926, -2.496, 0.090], [3.150, -1.986, 1.578], [-2.239, 0.685, 1.304], [-2.250, 1.912, 0.784], [-3.168, 2.634, 1.445], [-2.638, 1.823, -0.491], [-0.572, 2.674, 0.935], [0.257, 1.826, 0.128], [-0.363, 2.712, 2.354], [-0.757, 4.150, 0.427], [-0.817, 4.685, -1.044], [-0.922, 3.698, -2.082], [0.062, 5.800, -1.233], [-2.484, 5.481, -1.025], [-3.458, 4.593, -0.803], [-2.721, 6.056, -2.215], [-2.573, 6.434, -0.089], [-2.372, -3.084, -2.308], [-2.472, -2.286, -3.400], [-3.430, -2.264, -4.155], [-1.254, -1.414, -3.507], [-0.021, -1.988, -3.776], [1.116, -1.286, -3.439], [1.066, -0.083, -2.859], [-0.112, 0.535, -2.758], [-1.301, -0.100, -3.077], [-3.182, -3.616, -2.039], [-1.631, -2.904, -1.631], [0.058, -3.013, -4.110], [2.100, -1.726, -3.522], [-0.101, 1.521, -2.316], [-2.242, 0.391, -2.868], [3.581, 1.145, -2.753], [4.616, 1.441, -2.543], [3.324, 1.239, -3.816]],
  "atomic_forces_ev_per_a": [[0.10, -0.36, 0.10], [-0.01, 0.00, 0.00], [-0.01, -0.02, 0.00], [0.01, 0.02, 0.01], [0.01, -0.01, -0.01], [-0.01, -0.03, 0.00], [0.00, 0.04, 0.00], [0.00, 0.01, -0.01], [0.05, -0.14, 0.06], [0.08, 0.04, 0.04], [-0.02, 0.04, -0.02], [0.00, 0.21, 0.01], [0.01, -0.08, -0.05], [-0.06, 0.05, 0.15], [0.02, -0.02, -0.06], [-0.02, -0.05, -0.15], [0.00, 0.00, 0.00], [0.00, 0.00, 0.00], [0.00, 0.00, 0.00], [0.00, 0.00, 0.00], [0.00, 0.00, 0.00], [0.00, 0.02, -0.01], [-0.01, 0.01, 0.00], [-0.02, -0.03, 0.02], [-0.01, 0.03, 0.01], [0.00, -0.01, 0.01], [0.00, 0.02, 0.00], [0.00, 0.00, 0.00], [0.00, 0.00, 0.01], [-0.02, -0.13, -0.01], [-0.11, 0.21, -0.02], [0.01, -0.02, 0.02], [-0.03, 0.03, 0.08], [0.00, -0.05, -0.10], [0.01, -0.01, 0.02], [0.00, 0.01, 0.01], [-0.01, 0.01, 0.00], [0.01, 0.00, 0.00], [0.01, -0.01, 0.02], [0.00, -0.01, -0.01], [-0.03, 0.00, -0.16], [-0.10, 0.05, 0.20], [-0.02, -0.04, -0.11], [0.03, -0.02, -0.02], [0.01, -0.01, 0.03], [0.00, -0.01, -0.02], [0.11, 0.03, 0.06], [-0.03, 0.01, 0.05], [0.00, -0.02, -0.01], [-0.01, 0.01, -0.02], [0.03, 0.01, 0.04], [0.00, 0.00, -0.01], [0.00, 0.00, -0.01], [-0.02, 0.03, 0.00], [0.00, 0.01, 0.00], [0.05, 0.15, -0.12], [-0.01, 0.00, 0.02], [-0.01, 0.01, -0.01]],
  "charge": -2,
  "gap_ev": [6.69, 6.69],
  "de_lowest_kcal_mol": 24.1,
  "e_lumo_ev": [4.36, 4.36],
  "homo_energy_ev": [-2.33, -2.33],
  "fmax_ev_per_a": 0.38,
  "multiplicity": 1
}